(1)
{
  "formula": "Cl6HfO24",
  "method": "the ωB97M-V functional and the def2-TZVPD basis",
  "elements": ["Hf", "Cl", "O", "O", "O", "O", "Cl", "O", "O", "O", "O", "Cl", "O", "O", "O", "O", "Cl", "O", "O", "O", "O", "Cl", "O", "O", "O", "O", "Cl", "O", "O", "O", "O"],
  "xyz": [[-1.77571, -12.77618, -10.54937], [-5.03884, -11.10461, -9.86744], [-5.75492, -11.50788, -8.66247], [-3.78115, -11.92631, -9.80969], [-5.82128, -11.31957, -11.06307], [-4.71618, -9.68418, -9.77622], [0.65312, -8.63229, -5.93375], [1.23975, -7.36579, -5.45242], [1.30147, -9.81871, -5.09796], [-0.85618, -8.53564, -5.67490], [1.06671, -8.71679, -7.34181], [-4.44397, -15.32534, -9.37080], [-4.72289, -16.65237, -10.10325], [-3.04045, -14.94675, -9.67513], [-5.34540, -14.31158, -10.02872], [-4.63463, -15.56736, -7.96374], [1.69395, -11.58510, -10.16203], [2.54736, -12.22985, -9.01661], [2.34791, -11.59495, -11.52611], [0.33035, -12.26271, -10.15693], [1.51822, -10.16085, -9.74272], [-1.11842, -12.21218, -7.13367], [-1.99769, -12.68014, -6.07203], [-1.56475, -12.67914, -8.57155], [-0.84364, -10.78119, -7.16037], [0.25330, -12.86025, -6.93261], [-1.69839, -8.99315, -9.79111], [-2.38182, -8.13325, -10.80386], [-1.79988, -10.42982, -10.36041], [-0.31747, -8.56099, -9.57583], [-2.39225, -8.92384, -8.43078]],
  "lowdin_charge": [2.138, 0.748, -0.297, -0.527, -0.319, -0.307, 0.760, -0.433, -0.444, -0.408, -0.393, 0.765, -0.398, -0.488, -0.367, -0.294, 0.869, -0.315, -0.353, -0.550, -0.302, 0.886, -0.236, -0.518, -0.268, -0.303, 0.838, -0.338, -0.527, -0.314, -0.305],
  "charge": -2,
  "molar_mass_g_mol": 775.18,
  "lumo_energy_ev": 0.0
}

***

(2)
{
  "formula": "C17H27O4PS",
  "method": "the ωB97M-V functional and the def2-TZVPD basis",
  "elements": ["O", "O", "O", "O", "S", "C", "C", "C", "C", "C", "C", "C", "C", "C", "C", "C", "C", "C", "C", "C", "C", "C", "P", "H", "H", "H", "H", "H", "H", "H", "H", "H", "H", "H", "H", "H", "H", "H", "H", "H", "H", "H", "H", "H", "H", "H", "H", "H", "H", "H"],
  "xyz": [[-3.95411, 3.09248, 0.23762], [0.66330, 2.11205, -0.22575], [1.47025, 1.66000, -2.58750], [1.80527, -0.07969, -0.67446], [-2.23374, 2.70984, -1.66893], [-2.88542, 3.50296, -0.21526], [-0.62093, -3.78221, 4.80389], [-1.88543, -3.56241, 4.24617], [0.51657, -3.74925, 3.98670], [-1.98726, -3.30963, 2.85892], [0.42690, -3.45112, 2.64208], [-0.82484, -3.25330, 2.03250], [-2.09671, 4.55084, 0.57400], [2.07736, 3.48683, -3.97214], [4.03619, -0.84898, -0.20397], [0.96569, 2.88347, -3.10800], [3.18186, 0.33342, -0.66939], [-2.03804, 1.04177, -0.91943], [-0.91690, -3.01965, 0.52901], [-1.05860, -1.53742, 0.23471], [-0.95879, -1.22797, -1.25504], [-0.87823, 0.29919, -1.60577], [0.77343, 1.03759, -1.23621], [-0.55336, -4.00483, 5.86933], [-2.77510, -3.66282, 4.85656], [1.47977, -4.00080, 4.42335], [-2.99399, -3.21605, 2.41345], [1.34111, -3.42748, 2.08821], [-2.63993, 4.70004, 1.56833], [-2.11349, 5.46937, 0.04454], [-1.06522, 4.21980, 0.75350], [1.75850, 4.42236, -4.42381], [2.92780, 3.69786, -3.32247], [2.42781, 2.81394, -4.77282], [3.71838, -1.21611, 0.78890], [5.08342, -0.55826, -0.08800], [3.92489, -1.67460, -0.92565], [0.05734, 2.71598, -3.70428], [0.72230, 3.59674, -2.31500], [3.37030, 1.17157, -0.01228], [3.56673, 0.64841, -1.65573], [-2.97082, 0.47663, -0.95920], [-1.78501, 1.15157, 0.14553], [-1.76117, -3.57301, 0.07463], [-0.02632, -3.47333, 0.07049], [-2.01851, -1.18562, 0.64043], [-0.29816, -0.98962, 0.80219], [-0.12763, -1.78330, -1.69047], [-1.82874, -1.60534, -1.77643], [-0.99871, 0.39811, -2.69709]],
  "lowdin_charge": [-0.007, -0.282, -0.228, -0.199, 0.946, -0.717, -0.097, -0.086, -0.095, -0.034, -0.053, -0.216, -0.048, -0.071, -0.076, -0.313, -0.283, -0.445, -0.166, -0.212, -0.196, -0.369, 0.589, 0.099, 0.096, 0.101, 0.114, 0.101, 0.109, 0.059, 0.076, 0.073, 0.076, 0.081, 0.078, 0.076, 0.080, 0.101, 0.101, 0.113, 0.117, 0.093, 0.090, 0.126, 0.117, 0.119, 0.122, 0.111, 0.114, 0.116],
  "molar_mass_g_mol": 358.44,
  "lumo_energy_ev": 0.6,
  "smiles": "CCOP(=O)(OCC)[C@@H](CCCc1ccccc1)CSC(C)=O"
}

***

(3)
{
  "formula": "C4H5NO",
  "method": "the ωB97M-V functional and the def2-TZVPD basis",
  "elements": ["C", "C", "C", "O", "C", "N", "H", "H", "H", "H", "H"],
  "xyz": [[0.47716, -1.41681, -0.78687], [0.10844, -0.10960, -0.16432], [-1.11884, 0.43735, -0.01855], [-1.01160, 1.52877, 0.79525], [0.30049, 1.58857, 1.08599], [1.02146, 0.66094, 0.55355], [0.45597, -2.17539, -0.00008], [1.48067, -1.40330, -1.21743], [-0.23426, -1.71321, -1.56423], [-2.09494, 0.20509, -0.41413], [0.61545, 2.39759, 1.73083]],
  "lowdin_charge": [-0.040, -0.338, -0.068, 0.026, -0.203, 0.129, 0.080, 0.077, 0.078, 0.126, 0.132],
  "molar_mass_g_mol": 83.09,
  "lumo_energy_ev": 1.1,
  "smiles": "Cc1cocn1"
}

***

(4)
{
  "formula": "C6H15N",
  "method": "the ωB97M-V functional and the def2-TZVPD basis",
  "elements": ["C", "C", "N", "C", "C", "C", "C", "H", "H", "H", "H", "H", "H", "H", "H", "H", "H", "H", "H", "H", "H", "H"],
  "xyz": [[2.27174, -1.02117, 1.46175], [1.44527, 0.27546, 1.34307], [0.92880, 0.64333, 0.03883], [-1.96197, -1.25251, -1.55628], [-0.75813, -0.26950, -1.50610], [-0.50456, 0.27943, -0.09465], [-1.35306, 1.53512, 0.23586], [2.24270, -1.26940, 2.52402], [3.33209, -1.02433, 1.21561], [1.67399, -1.74913, 0.88097], [2.14024, 1.01768, 1.78983], [0.67438, 0.14015, 2.11139], [1.45787, 0.30692, -0.74552], [-1.90783, -1.93301, -0.70729], [-2.76892, -0.51845, -1.33612], [-2.32988, -1.74268, -2.45085], [-1.01718, 0.50513, -2.22933], [0.11809, -0.73052, -1.95368], [-0.78836, -0.48982, 0.64904], [-1.34563, 2.35944, -0.46966], [-2.24033, 1.05671, 0.64684], [-0.83018, 2.02931, 1.05826]],
  "lowdin_charge": [-0.104, -0.307, -0.047, -0.098, -0.225, -0.412, -0.054, 0.064, 0.062, 0.075, 0.104, 0.107, 0.091, 0.064, 0.073, 0.064, 0.104, 0.093, 0.127, 0.078, 0.074, 0.067],
  "molar_mass_g_mol": 101.19,
  "lumo_energy_ev": 1.1,
  "smiles": "CCN[C@@H](C)CC"
}

***

(5)
{
  "formula": "C18H28F6N8O11P3S6W",
  "method": "the ωB97M-V functional and the def2-TZVPD basis",
  "elements": ["W", "F", "C", "F", "F", "S", "O", "O", "N", "S", "O", "O", "C", "F", "F", "F", "C", "C", "N", "N", "C", "S", "N", "N", "H", "H", "H", "H", "H", "H", "N", "C", "C", "P", "O", "O", "O", "P", "O", "O", "O", "H", "H", "H", "H", "H", "H", "H", "H", "C", "P", "C", "C", "O", "H", "H", "H", "H", "H", "H", "H", "H", "H", "S", "C", "S", "C", "N", "N", "C", "C", "C", "C", "C", "C", "S", "H", "H", "H", "H", "H"],
  "xyz": [[0.63359, -0.00251, -0.65196], [5.37281, -0.36508, 2.45266], [4.28121, -0.13522, 1.75277], [3.22792, -0.24774, 2.55636], [4.33316, 1.09568, 1.25629], [4.06037, -1.23963, 0.25016], [2.63841, -1.05590, -0.05688], [4.49045, -2.55211, 0.53343], [4.94525, -0.48592, -0.82040], [4.25467, 0.11909, -2.06764], [2.83892, 0.47134, -1.86075], [5.01331, 1.12117, -2.72701], [4.09546, -1.34215, -3.24913], [3.15312, -1.05796, -4.15792], [3.67084, -2.38252, -2.52805], [5.19749, -1.67747, -3.88500], [-1.50859, -1.20744, -3.98316], [-1.86521, -0.05744, -3.12118], [-2.96222, 0.59350, -3.35290], [-2.98886, 1.58750, -2.45774], [-1.89528, 1.54255, -1.67654], [-1.58490, 2.70628, -0.51632], [-1.12952, 0.47363, -2.05713], [0.89496, -1.40350, -2.01093], [-2.40421, -1.46115, -4.54500], [-1.18929, -2.06746, -3.40255], [-0.72618, -0.93222, -4.68801], [-3.76281, 2.22898, -2.37988], [1.22187, -2.34858, -1.78964], [1.00172, -1.33643, -3.02542], [-1.03240, 3.12164, 2.77182], [-0.20692, 1.88268, 2.71893], [0.18482, 1.46862, 4.12117], [1.35293, 2.18096, 1.72418], [0.91641, 3.40299, 0.78498], [2.48650, 2.54985, 2.55354], [1.48599, 0.93712, 0.80113], [-1.41227, 0.63609, 1.98744], [-1.41663, -0.59543, 2.96488], [-2.70247, 1.34358, 2.04689], [-0.91987, 0.21702, 0.57009], [-1.05159, 3.54022, 3.70699], [-2.01222, 2.74393, 2.49088], [-0.71481, 3.81544, 2.08018], [0.82739, 2.22820, 4.56634], [0.77096, 0.55211, 4.07720], [-0.69756, 1.29242, 4.73960], [0.18564, 3.21684, 0.13660], [-0.74350, -1.29239, 2.90847], [2.37251, 2.41212, -3.79607], [1.93491, 2.89946, -2.09135], [3.40522, 3.24163, -1.06572], [1.03827, 4.47710, -2.24100], [0.93313, 1.88453, -1.49631], [2.04982, 3.18196, -4.49055], [1.89121, 1.46821, -4.04873], [3.44699, 2.28714, -3.88262], [3.59909, 4.31124, -1.11823], [4.27800, 2.71385, -1.43726], [3.24045, 2.96844, -0.02398], [1.59070, 5.14422, -2.89257], [0.92095, 4.95322, -1.27360], [0.05024, 4.30672, -2.65840], [-4.69748, -2.56535, -0.78794], [-3.17278, -3.11888, -0.23903], [-1.60989, -2.36276, -0.84055], [-0.99936, -2.54127, 0.82484], [-1.84476, -3.04271, 1.65879], [-3.01201, -3.32326, 1.13361], [-3.98511, -3.83098, 2.00324], [-4.10501, -3.23140, 3.25525], [-4.95694, -3.78030, 4.19131], [-5.67100, -4.93218, 3.89282], [-5.56080, -5.51199, 2.63722], [-4.72706, -4.96324, 1.68028], [0.60229, -1.99683, 1.17506], [-3.52894, -2.34290, 3.46191], [-5.06001, -3.30992, 5.15679], [-6.30785, -5.37848, 4.64218], [-6.11244, -6.41243, 2.41501], [-4.61118, -5.42813, 0.71379]],
  "lowdin_charge": [1.931, 0.193, -0.653, 0.135, 0.123, 0.657, -0.601, -0.195, -0.248, 0.642, -0.467, -0.242, -0.641, 0.128, 0.130, 0.191, -0.038, -0.418, 0.129, 0.036, -0.764, 0.773, -0.042, -0.145, 0.098, 0.023, 0.084, 0.162, 0.059, 0.051, 0.159, -0.468, -0.069, 0.412, -0.232, -0.198, -0.471, 0.414, -0.128, -0.252, -0.584, 0.175, 0.115, 0.133, 0.097, 0.094, 0.103, -0.098, 0.022, -0.121, 0.763, -0.112, -0.152, -0.576, 0.064, 0.057, 0.046, 0.078, 0.036, 0.032, 0.067, 0.053, 0.054, 0.581, -0.877, 0.944, -0.986, 0.037, -0.181, -0.246, -0.007, -0.067, -0.070, -0.064, -0.022, 0.814, 0.103, 0.108, 0.108, 0.110, 0.113],
  "charge": 1,
  "molar_mass_g_mol": 1115.62,
  "lumo_energy_ev": [-6.1, -6.1]
}

***

(6)
{
  "formula": "C4H11NO2",
  "method": "the ωB97M-V functional and the def2-TZVPD basis",
  "elements": ["C", "C", "N", "C", "C", "O", "H", "H", "H", "H", "H", "H", "H", "H", "H", "H", "H", "O"],
  "xyz": [[-1.43631, 0.96918, -0.67188], [-0.36326, 0.22993, 0.09478], [0.51120, -0.64154, -0.53014], [1.21809, -1.48450, 0.36612], [0.29597, -1.11250, -1.90557], [-0.34405, 0.35191, 1.37370], [-2.17761, 1.32255, 0.00544], [-0.97523, 1.66794, -1.41826], [-2.01229, 0.16056, -1.35991], [0.62836, -1.97171, 1.04797], [1.89945, -0.60479, 0.93605], [1.85491, -2.23010, -0.15392], [-0.25700, -2.08180, -2.05101], [-0.06607, -0.23134, -2.50828], [1.21808, -1.35385, -2.38472], [0.66262, 2.70275, 3.35529], [-0.38560, 1.68042, 2.63094], [-0.27126, 2.62687, 3.17340]],
  "lowdin_charge": [-0.006, -0.430, -0.181, -0.071, -0.062, -0.042, 0.067, 0.098, 0.127, 0.049, 0.165, 0.096, 0.108, 0.097, 0.065, -0.006, 0.082, -0.156],
  "molar_mass_g_mol": 105.14,
  "lumo_energy_ev": 0.6,
  "smiles": "CC(=O)N(C)C.O"
}

***

(7)
{
  "formula": "C4H14BN2",
  "method": "the ωB97M-V functional and the def2-TZVPD basis",
  "elements": ["B", "C", "C", "C", "C", "N", "N", "H", "H", "H", "H", "H", "H", "H", "H", "H", "H", "H", "H", "H", "H"],
  "xyz": [[0.71440, -1.96278, -0.25724], [4.10318, 0.36875, 0.31233], [-2.72383, 0.00912, 1.12544], [-0.09184, 0.53046, -0.50352], [-1.50948, 0.75681, -1.01212], [0.26858, -0.78282, -0.27833], [-2.35651, -0.25586, -0.24504], [3.97816, -0.71641, 0.02472], [1.18741, -2.86807, 0.07943], [3.80324, 0.60925, 1.25114], [5.14512, 0.56153, 0.07871], [3.57467, 0.78043, -0.50610], [-3.26212, 1.03839, 1.32884], [-3.51544, -0.57776, 1.57426], [-1.91181, 0.08740, 1.72113], [0.75318, 0.82514, -1.10950], [0.14834, 1.16318, 0.46131], [-1.53136, 0.49676, -2.01362], [-2.00960, 1.60563, -0.66817], [-1.68129, -1.13975, -0.48366], [-3.08301, -0.52938, -0.87999]],
  "lowdin_charge": [0.053, -0.026, -0.016, -0.241, -0.050, 0.032, -0.034, 0.041, 0.006, -0.018, 0.028, -0.009, 0.159, 0.108, 0.059, 0.129, 0.174, 0.120, 0.116, 0.203, 0.166],
  "charge": 1,
  "molar_mass_g_mol": 100.98,
  "lumo_energy_ev": -3.2
}

***

(8)
{
  "formula": "C8H13LaNP",
  "method": "the ωB97M-V functional and the def2-TZVPD basis",
  "elements": ["C", "C", "C", "C", "C", "La", "P", "H", "H", "H", "H", "H", "H", "H", "H", "C", "C", "C", "N", "H", "H", "H", "H", "H"],
  "xyz": [[-0.38474, 0.22510, -2.31721], [-1.20283, 1.25372, -1.75029], [-0.31644, 2.21956, -1.16241], [1.03584, 1.79849, -1.38610], [0.99067, 0.55552, -2.10784], [-0.04306, 0.15491, 0.26404], [-0.06243, -2.57968, 0.39423], [-0.74607, -0.67865, -2.82420], [-2.26548, 1.21261, -1.65466], [-0.61852, 2.95345, -0.41879], [1.83496, -0.03358, -2.42208], [1.91967, 2.20650, -0.93666], [1.16243, -3.26226, -0.06486], [-1.23873, -3.22887, -0.21602], [-0.15668, -2.82549, 1.87010], [-0.53704, -0.34804, 5.66734], [0.60297, 0.38707, 4.97971], [0.44528, 0.23210, 3.59504], [0.29116, 0.04964, 2.46340], [-1.51264, 0.07301, 5.37586], [-0.42433, -0.25977, 6.74933], [-0.54027, -1.41618, 5.39716], [0.59428, 1.47797, 5.16434], [1.59780, -0.03444, 5.21438]],
  "lowdin_charge": [-0.286, -0.286, -0.298, -0.284, -0.268, 1.174, 0.452, 0.099, 0.071, 0.089, 0.090, 0.080, -0.120, -0.125, -0.120, -0.097, -0.248, -0.239, -0.190, 0.088, 0.074, 0.086, 0.125, 0.134],
  "molar_mass_g_mol": 293.08,
  "lumo_energy_ev": [0.1, 0.3]
}

***

(9)
{
  "formula": "C3H3NO",
  "method": "the ωB97M-V functional and the def2-TZVPD basis",
  "elements": ["O", "C", "C", "C", "N", "H", "H", "H"],
  "xyz": [[2.72341, 0.26159, 0.82769], [1.97970, -0.23371, 0.12448], [-1.14805, 0.60473, 0.45493], [-0.90259, -0.28038, -0.47794], [-0.57115, -1.09372, -1.33167], [0.45542, -1.18264, -1.26923], [-1.20413, 1.65659, 0.20821], [-1.40552, 0.27166, 1.45003]],
  "lowdin_charge": [0.067, 0.038, -0.024, -0.321, 0.118, 0.012, 0.056, 0.055],
  "molar_mass_g_mol": 69.06,
  "lumo_energy_ev": 1.0
}